1.
The following is a DFT calculation (ωB97M-V with the def2-TZVPD basis set) of a structure of composition C30H48P2Pd.

CARTESIAN COORDINATES (ANGSTROEM)
Pd (-0.544, 0.422, -1.849)
C (-0.616, -1.497, 0.098)
C (0.776, -1.866, -0.082)
C (0.637, -0.465, 1.731)
C (-0.675, -0.656, 1.243)
C (1.529, -1.196, 0.897)
C (-1.767, -2.327, -0.359)
H (-1.563, -2.837, -1.307)
H (-2.677, -1.722, -0.470)
H (-1.962, -3.129, 0.368)
C (-1.918, -0.319, 1.973)
H (-2.796, -0.403, 1.331)
H (-1.898, 0.691, 2.388)
H (-2.043, -1.028, 2.803)
C (1.033, 0.176, 3.006)
H (1.452, -0.591, 3.685)
H (0.185, 0.644, 3.518)
H (1.818, 0.941, 2.873)
C (2.974, -1.417, 1.185)
H (3.092, -2.112, 2.041)
H (3.476, -0.482, 1.451)
H (3.480, -1.860, 0.322)
C (1.287, -2.958, -0.947)
H (1.567, -3.840, -0.343)
H (2.184, -2.633, -1.501)
H (0.527, -3.287, -1.671)
C (-1.951, 1.205, -5.613)
C (-2.074, -0.252, -5.450)
C (-1.182, -1.171, -6.293)
C (0.287, -0.863, -6.483)
C (0.970, -0.132, -5.353)
C (1.101, 1.196, -5.408)
C (0.424, 2.045, -6.492)
C (-1.061, 1.761, -6.716)
H (-1.652, -1.124, -7.294)
H (0.404, -0.287, -7.409)
H (-1.289, -2.211, -5.960)
H (-1.163, 1.118, -7.601)
H (-2.841, 1.850, -5.461)
H (-3.093, -0.701, -5.432)
H (-1.513, 2.717, -7.015)
H (0.578, 3.103, -6.230)
H (1.879, 1.726, -4.836)
H (0.927, 1.939, -7.466)
H (0.827, -1.800, -6.657)
H (1.639, -0.767, -4.757)
P (-1.727, 0.342, -3.770)
P (1.318, 1.756, -1.613)
C (-0.760, 2.342, -3.468)
C (0.377, 2.934, -2.657)
H (-1.628, 3.031, -3.528)
H (-0.348, 2.272, -4.482)
H (1.150, 3.359, -3.305)
H (-0.028, 3.697, -1.981)
C (2.068, 2.665, -0.301)
H (2.384, 1.985, 0.501)
H (1.394, 3.420, 0.115)
H (2.948, 3.160, -0.735)
C (2.584, 0.832, -2.438)
H (3.163, 1.556, -3.023)
H (2.190, 0.048, -3.095)
H (3.205, 0.352, -1.676)
C (-3.413, 0.354, -3.074)
H (-3.670, -0.650, -2.718)
H (-4.120, 0.637, -3.860)
H (-3.560, 1.024, -2.233)
C (-1.062, -1.382, -3.286)
H (-0.661, -1.544, -2.276)
H (-0.266, -1.688, -3.947)
H (-1.931, -2.047, -3.355)
C (-2.207, 4.385, 0.970)
C (-1.248, 3.552, 1.536)
C (-0.823, 2.405, 0.849)
C (-1.383, 2.074, -0.392)
C (-2.366, 2.878, -0.921)
C (-2.775, 4.048, -0.238)
H (-2.495, 5.313, 1.481)
H (-0.804, 3.769, 2.505)
H (-0.038, 1.792, 1.285)
H (-2.786, 2.697, -1.898)
H (-3.522, 4.669, -0.715)

Properties
Relative energy (zero: lowest compared OMol25 entry of this formula, charge and spin) (kcal/mol): 27.69
Net charge: +2
HOMO (spin up / spin down) (Eh): -0.463 / -0.488
Lowest unoccupied orbital energy (spin up / spin down) (eV): -5.6 / -7.8
Spin multiplicity: 5
Expectation value of S²: 6.0305

=====

2.
The following is a DFT calculation (ωB97M-V with the def2-TZVPD basis set) of a structure of composition C31H39BN9O2S3V.

CARTESIAN COORDINATES (ANGSTROEM)
V (-3.415, 0.292, -0.421)
C (-0.923, 3.087, -3.632)
C (-0.563, 2.577, -2.275)
C (0.300, 3.219, -1.448)
C (0.597, 2.712, -0.148)
N (0.081, 1.597, 0.268)
N (-0.755, 0.930, -0.564)
B (-1.061, -0.455, -0.040)
N (-0.711, -1.623, -0.896)
N (0.163, -1.277, -1.869)
C (0.621, -2.200, -2.655)
C (0.213, -3.558, -2.504)
C (-0.662, -3.920, -1.533)
C (-1.123, -5.331, -1.359)
C (-1.157, -2.892, -0.660)
S (-2.251, -3.210, 0.580)
C (1.641, -1.769, -3.698)
C (1.458, -0.289, -4.041)
C (1.495, -2.601, -4.976)
C (3.035, -1.991, -3.090)
N (-0.837, -0.616, 1.438)
N (0.336, -1.226, 1.663)
C (0.704, -1.416, 2.898)
C (-0.114, -0.965, 3.968)
C (-1.301, -0.341, 3.734)
C (-2.199, 0.142, 4.825)
C (-1.685, -0.181, 2.371)
S (-3.170, 0.543, 1.940)
C (2.027, -2.149, 3.085)
C (3.132, -1.362, 2.370)
C (2.384, -2.297, 4.564)
C (1.888, -3.541, 2.451)
C (-1.159, 1.379, -1.778)
S (-2.387, 0.534, -2.601)
C (1.496, 3.471, 0.810)
C (1.908, 2.586, 1.986)
C (0.693, 4.677, 1.325)
C (2.752, 3.955, 0.072)
H (-0.558, 4.103, -3.769)
H (-2.003, 3.071, -3.778)
H (-0.483, 2.451, -4.403)
H (0.752, 4.149, -1.767)
H (0.596, -4.308, -3.182)
H (-0.711, -5.965, -2.140)
H (-2.212, -5.381, -1.387)
H (-0.815, -5.715, -0.386)
H (0.462, -0.104, -4.450)
H (2.196, -0.001, -4.790)
H (1.595, 0.343, -3.164)
H (0.479, -2.554, -5.372)
H (1.762, -3.648, -4.825)
H (2.170, -2.208, -5.736)
H (3.170, -1.375, -2.199)
H (3.803, -1.722, -3.816)
H (3.186, -3.036, -2.813)
H (0.205, -1.126, 4.988)
H (-1.764, -0.060, 5.801)
H (-3.173, -0.346, 4.761)
H (-2.377, 1.215, 4.729)
H (3.276, -0.382, 2.829)
H (2.890, -1.221, 1.316)
H (4.074, -1.909, 2.440)
H (2.485, -1.329, 5.058)
H (3.343, -2.808, 4.648)
H (1.647, -2.894, 5.105)
H (1.679, -3.459, 1.384)
H (1.081, -4.109, 2.919)
H (2.817, -4.097, 2.582)
H (1.040, 2.223, 2.538)
H (2.530, 3.168, 2.667)
H (2.480, 1.721, 1.647)
H (-0.196, 4.351, 1.869)
H (0.374, 5.328, 0.508)
H (1.313, 5.267, 2.000)
H (3.258, 3.133, -0.438)
H (3.449, 4.380, 0.794)
H (2.531, 4.735, -0.657)
N (-3.790, 2.312, -0.416)
C (-4.694, 3.065, -0.310)
C (-5.700, 3.947, -0.100)
C (-6.119, 4.171, 1.242)
N (-6.429, 4.316, 2.341)
C (-6.289, 4.618, -1.210)
N (-6.766, 5.147, -2.113)
O (-3.980, -1.310, -0.588)
O (-4.036, -2.637, -0.519)

Properties
Relative energy (zero: lowest compared OMol25 entry of this formula, charge and spin) (kcal/mol): 17.32
Net charge: +1
HOMO (spin up / spin down) (Eh): -0.384 / -0.387
Lowest unoccupied orbital energy (spin up / spin down) (eV): -4.5 / -5.5
Spin multiplicity: 4
Expectation value of S²: 3.8364

=====

3.
The following is a DFT calculation (ωB97M-V with the def2-TZVPD basis set) of a structure of composition C2H3O3Si.

CARTESIAN COORDINATES (ANGSTROEM)
C (3.164, 0.510, -0.008)
C (3.527, -0.745, 0.355)
O (3.814, 1.536, -0.053)
O (3.790, -1.792, -0.219)
O (1.416, 1.118, 0.120)
Si (0.024, 0.285, 0.001)
H (-1.220, 1.086, -0.168)
H (-0.273, -0.800, 1.171)
H (0.142, -0.452, -1.170)

Properties
Relative energy (zero: lowest compared OMol25 entry of this formula, charge and spin) (kcal/mol): 42.13
Net charge: -1
HOMO (spin up / spin down) (Eh): -0.113 / -0.113
Lowest unoccupied orbital energy (spin up / spin down) (eV): 3.9 / 3.9

=====

4.
The following is a DFT calculation (ωB97M-V with the def2-TZVPD basis set) of an isolated molecule of C2H4N2O.

CARTESIAN COORDINATES (ANGSTROEM)
C (0.159, -0.123, -1.601)
N (-0.092, 0.477, -0.313)
N (0.036, -0.337, 0.617)
C (-0.130, 0.176, 1.992)
O (-1.267, 0.354, 2.437)
H (-0.697, 0.022, -2.310)
H (0.361, -1.140, -1.505)
H (0.920, 0.417, -1.973)
H (0.710, 0.152, 2.656)

Properties
Relative energy (zero: lowest compared OMol25 entry of this formula, charge and spin) (kcal/mol): 53.51
SMILES: C/N=N/C=O
Net charge: 0
HOMO (Eh): -0.351
Lowest unoccupied orbital energy (eV): 0.4

=====

5.
The following is a DFT calculation (ωB97M-V with the def2-TZVPD basis set) of a structure of composition C47H54Cl2FGeIN6O5W.

CARTESIAN COORDINATES (ANGSTROEM)
W (12.011, 15.689, 11.266)
C (20.329, 14.136, 12.059)
O (18.928, 14.481, 12.119)
C (18.593, 15.394, 13.071)
C (19.489, 15.846, 14.062)
C (19.111, 16.884, 14.886)
C (17.888, 17.531, 14.728)
C (16.950, 17.014, 13.831)
C (17.319, 15.967, 12.984)
N (16.469, 15.432, 12.028)
C (15.114, 15.338, 12.152)
N (14.739, 15.191, 13.510)
C (13.547, 15.189, 14.073)
C (12.322, 15.128, 13.368)
C (11.180, 14.928, 14.164)
C (11.233, 14.980, 15.606)
C (12.432, 15.109, 16.265)
C (13.584, 15.124, 15.521)
O (14.813, 15.137, 16.039)
C (14.979, 15.147, 17.460)
N (14.291, 15.389, 11.157)
C (15.006, 15.625, 9.927)
C (15.465, 16.918, 9.622)
C (16.184, 17.106, 8.464)
C (16.465, 16.010, 7.655)
C (15.938, 14.751, 7.858)
C (15.171, 14.582, 9.037)
O (14.488, 13.476, 9.333)
C (15.180, 12.283, 8.966)
H (20.392, 13.611, 11.113)
H (20.628, 13.518, 12.909)
H (20.931, 15.058, 12.023)
H (20.395, 15.324, 14.208)
H (19.766, 17.244, 15.683)
H (17.604, 18.358, 15.380)
H (16.038, 17.577, 13.675)
H (16.768, 15.433, 11.055)
H (15.566, 15.057, 14.075)
H (10.187, 14.802, 13.721)
H (10.333, 14.940, 16.211)
H (12.458, 15.080, 17.346)
H (16.039, 14.988, 17.562)
H (14.394, 14.292, 17.835)
H (14.634, 16.100, 17.795)
H (15.161, 17.713, 10.278)
H (16.509, 18.101, 8.183)
H (17.074, 16.159, 6.796)
H (16.166, 13.961, 7.157)
H (14.838, 11.503, 9.634)
H (16.241, 12.385, 9.137)
H (14.951, 12.052, 7.926)
F (12.868, 17.251, 11.949)
I (11.538, 18.700, 5.940)
C (11.886, 17.052, 7.165)
C (11.637, 15.701, 6.951)
N (11.976, 15.025, 8.067)
N (12.425, 15.852, 8.998)
C (12.385, 17.076, 8.471)
H (11.213, 15.221, 6.080)
H (11.973, 14.031, 8.245)
H (12.677, 17.923, 9.091)
C (7.230, 12.471, 12.033)
C (8.606, 12.996, 12.372)
C (9.500, 11.827, 12.734)
C (11.024, 12.030, 12.750)
Ge (12.118, 12.993, 11.449)
C (11.745, 12.285, 9.633)
C (11.322, 10.801, 9.605)
C (12.524, 9.922, 9.964)
C (12.153, 8.454, 10.083)
H (6.593, 13.303, 11.723)
H (6.718, 11.926, 12.824)
H (7.246, 11.834, 11.140)
H (8.511, 13.661, 13.192)
H (9.026, 13.570, 11.527)
H (9.272, 11.008, 12.058)
H (9.257, 11.397, 13.701)
H (11.400, 11.031, 12.697)
H (11.413, 12.352, 13.726)
H (13.469, 12.675, 11.992)
H (12.650, 12.363, 8.983)
H (10.922, 12.873, 9.267)
H (11.013, 10.505, 8.593)
H (10.504, 10.559, 10.301)
H (12.982, 10.291, 10.879)
H (13.280, 10.022, 9.156)
H (11.364, 8.318, 10.847)
H (12.976, 7.776, 10.380)
H (11.759, 8.099, 9.126)
Cl (13.333, 19.987, 10.967)
C (12.996, 19.789, 12.693)
C (14.144, 19.830, 13.490)
C (14.063, 19.539, 14.833)
C (12.828, 19.150, 15.406)
C (11.700, 19.081, 14.634)
Cl (10.199, 18.659, 15.455)
C (11.713, 19.455, 13.235)
N (10.450, 19.424, 12.609)
C (9.964, 19.784, 11.357)
C (10.371, 20.929, 10.701)
C (9.819, 21.350, 9.516)
C (8.843, 20.557, 8.904)
C (8.497, 19.347, 9.500)
C (8.959, 18.978, 10.762)
C (8.456, 17.668, 11.362)
C (9.588, 16.657, 11.405)
O (10.389, 16.681, 12.367)
O (10.148, 15.960, 10.435)
H (15.053, 20.138, 13.040)
H (14.943, 19.654, 15.493)
H (12.694, 19.055, 16.463)
H (9.859, 18.853, 13.202)
H (11.092, 21.534, 11.221)
H (10.083, 22.324, 9.174)
H (8.343, 20.887, 8.000)
H (7.718, 18.760, 9.071)
H (7.687, 17.284, 10.680)
H (8.106, 17.652, 12.405)

Properties
Net charge: +2
HOMO (spin up / spin down) (Eh): -0.425 / -0.424
Lowest unoccupied orbital energy (spin up / spin down) (eV): -5.6 / -8.4
Spin multiplicity: 3
Expectation value of S²: 2.0540